(1)
This record from the Open Molecules 2025 dataset describes 2 unconnected molecules or ions with the total composition C3H10OS2 at a distorted geometry. The level of theory is ωB97M-V with the def2-TZVPD basis set.

## Properties
SMILES: CCSSC.O
Total charge: 0
Orbital gap, eV: 7.96

```
16
Properties=species:S:1:pos:R:3:nbo_charge:R:1
C -0.907 -1.728 1.033 -0.63
C 0.510 -1.634 0.437 -0.51
S 0.778 -0.214 -0.707 0.06
S 0.174 1.301 1.111 0.08
C 1.627 2.240 0.644 -0.78
H -1.698 -1.525 0.316 0.22
H -1.050 -2.767 1.331 0.22
H -0.893 -1.019 1.872 0.23
H 0.642 -2.462 -0.285 0.21
H 1.389 -1.545 1.097 0.23
H 1.291 2.691 -0.271 0.23
H 2.644 1.835 0.661 0.23
H 1.854 2.966 1.472 0.23
O -2.752 -0.918 -2.661 -0.92
H -2.069 -1.598 -2.530 0.46
H -2.342 -0.322 -1.993 0.47
```

(2)
This record from the Open Molecules 2025 dataset describes a molecular structure, C24H58CuN4O12P2 at a distorted geometry. The level of theory is ωB97M-V with the def2-TZVPD basis set.

## Properties
Total charge: +1
Orbital gap, eV: 8.12

```
101
Properties=species:S:1:pos:R:3:lowdin_charge:R:1
Cu 0.241 -0.433 0.403 0.31
C -1.755 -0.789 -2.129 -0.31
O -0.707 -1.181 -1.629 0.00
N -2.290 -1.285 -3.259 -0.17
C -1.729 -2.442 -3.914 -0.04
C -3.603 -0.852 -3.713 -0.05
H -2.326 0.022 -1.661 0.12
H -2.084 -3.380 -3.465 0.10
H -0.647 -2.461 -3.793 0.07
H -1.975 -2.492 -4.972 0.09
H -3.794 0.181 -3.416 0.09
H -3.654 -0.890 -4.797 0.09
H -4.402 -1.455 -3.271 0.09
C -0.111 2.858 -0.404 -0.31
O -0.405 1.678 -0.331 0.00
N -0.289 3.648 -1.483 -0.18
C -0.205 5.084 -1.404 -0.07
C -0.983 3.135 -2.656 -0.03
H 0.352 3.427 0.421 0.15
H -1.199 5.532 -1.308 0.10
H 0.286 5.525 -2.272 0.09
H 0.367 5.390 -0.526 0.09
H -0.403 3.402 -3.541 0.10
H -1.127 2.062 -2.586 0.07
H -1.971 3.596 -2.749 0.10
C 1.035 0.100 3.668 -0.29
O 0.244 0.202 2.745 0.00
N 1.323 -1.028 4.332 -0.18
C 2.308 -1.044 5.394 -0.05
C 0.641 -2.278 4.072 -0.03
H 1.599 0.956 4.071 0.14
H 1.814 -1.164 6.362 0.09
H 2.856 -0.104 5.382 0.09
H 3.012 -1.867 5.276 0.09
H 1.377 -3.027 3.771 0.10
H 0.125 -2.613 4.974 0.09
H -0.065 -2.172 3.255 0.05
C 0.220 -3.663 0.308 -0.28
O 0.154 -2.641 0.979 -0.02
N 1.351 -4.129 -0.242 -0.17
C 2.618 -3.460 -0.086 -0.03
C 1.344 -5.368 -0.991 -0.05
H -0.659 -4.274 0.067 0.15
H 2.430 -2.471 0.327 0.07
H 3.055 -3.316 -1.080 0.09
H 3.347 -4.032 0.488 0.10
H 1.570 -6.237 -0.366 0.09
H 0.358 -5.588 -1.408 0.09
H 2.029 -5.314 -1.835 0.09
C 6.839 0.063 -1.409 -0.06
C 5.586 -0.402 -0.697 -0.24
O 4.817 0.770 -0.328 -0.17
P 3.289 0.892 -0.689 0.39
O 2.413 0.030 0.113 -0.20
O 3.284 0.637 -2.250 -0.17
C 2.048 0.733 -2.985 -0.24
C 1.749 -0.606 -3.616 -0.06
O 3.004 2.431 -0.484 -0.16
C 3.913 3.423 -0.999 -0.24
C 3.335 4.134 -2.208 -0.04
H 7.590 0.362 -0.675 0.08
H 7.306 -0.740 -1.982 0.08
H 6.654 0.897 -2.081 0.08
H 4.957 -1.028 -1.334 0.11
H 5.834 -0.988 0.186 0.12
H 1.217 1.057 -2.355 0.10
H 2.225 1.458 -3.781 0.12
H 0.809 -0.648 -4.166 0.07
H 2.516 -0.857 -4.354 0.09
H 1.713 -1.387 -2.855 0.07
H 4.076 4.131 -0.183 0.13
H 4.908 3.017 -1.182 0.11
H 3.933 5.028 -2.381 0.09
H 3.329 3.485 -3.079 0.07
H 2.327 4.454 -1.947 0.05
C -2.561 2.721 3.806 -0.06
C -2.298 2.371 2.358 -0.26
O -3.436 1.710 1.778 -0.15
P -3.376 0.149 1.553 0.39
O -2.322 -0.309 0.641 -0.20
O -3.335 -0.442 3.010 -0.15
C -3.238 -1.861 3.198 -0.25
C -3.245 -2.128 4.696 -0.06
O -4.849 -0.164 1.075 -0.16
C -5.255 0.209 -0.239 -0.28
C -6.777 0.256 -0.265 -0.06
H -3.370 3.458 3.865 0.08
H -2.798 1.882 4.453 0.07
H -1.708 3.273 4.213 0.08
H -2.076 3.271 1.785 0.11
H -1.416 1.727 2.303 0.08
H -4.077 -2.377 2.723 0.12
H -2.323 -2.259 2.755 0.10
H -3.987 -1.549 5.240 0.08
H -3.434 -3.187 4.879 0.08
H -2.260 -1.888 5.098 0.06
H -4.843 1.187 -0.505 0.12
H -4.903 -0.520 -0.973 0.10
H -7.129 -0.774 -0.203 0.08
H -7.127 0.808 0.607 0.08
H -7.202 0.744 -1.138 0.08
```

(3)
This record from the Open Molecules 2025 dataset describes a single S2 molecule at a distorted geometry. The level of theory is ωB97M-V with the def2-TZVPD basis set.

## Properties
Total charge: 0
Orbital gap, eV: 5.70

```
2
Properties=species:S:1:pos:R:3:nbo_charge:R:1
S 0.309 0.994 -0.130 0.00
S -0.309 -0.994 0.130 0.00
```

(4)
This record from the Open Molecules 2025 dataset describes a molecular structure, C32H46BN10O3PReSiTe. The level of theory is ωB97M-V with the def2-TZVPD basis set.

## Properties
Spin multiplicity: 2
Total charge: 0
Orbital gap (spin up / spin down), eV: 6.89 / 5.68
Expectation value of S²: 1.098

```
96
Properties=species:S:1:pos:R:3:lowdin_spin:R:1
Re 0.664 -0.894 -0.524 -0.02
C -1.049 1.194 -2.932 0.00
C -0.290 1.868 -1.844 0.01
C -0.190 3.233 -1.577 0.00
C 0.605 3.337 -0.445 0.01
C 1.086 4.558 0.264 0.00
N 0.929 2.099 -0.057 0.00
N 0.396 1.189 -0.918 0.00
B 1.769 1.615 1.146 0.00
N 0.898 0.713 2.021 0.00
N 0.293 -0.368 1.464 0.00
C -0.507 -0.899 2.390 0.01
C -1.389 -2.074 2.162 0.00
C -0.412 -0.144 3.563 0.00
C 0.474 0.875 3.286 0.01
C 0.929 1.998 4.154 0.00
N 2.951 0.792 0.593 0.00
N 2.689 -0.219 -0.277 0.00
C 3.864 -0.646 -0.755 -0.01
C 3.994 -1.729 -1.770 0.00
C 4.891 0.108 -0.185 0.00
C 4.270 1.014 0.658 -0.01
C 4.871 2.078 1.512 0.00
H -1.280 1.907 -3.723 0.00
H -0.484 0.366 -3.361 0.00
H -1.987 0.795 -2.545 0.00
H -0.626 4.040 -2.142 0.00
H 0.720 5.447 -0.246 0.00
H 0.736 4.582 1.297 0.00
H 2.175 4.599 0.286 0.00
H 2.173 2.548 1.772 0.00
H -1.000 -2.730 1.386 0.00
H -1.498 -2.642 3.086 0.00
H -2.382 -1.735 1.859 0.00
H -0.945 -0.313 4.483 0.00
H 0.487 1.894 5.142 0.00
H 2.015 2.009 4.262 0.00
H 0.627 2.963 3.744 0.00
H 3.554 -1.425 -2.721 0.00
H 5.047 -1.944 -1.941 0.00
H 3.495 -2.647 -1.457 0.00
H 5.948 0.004 -0.364 0.00
H 5.956 2.022 1.456 0.00
H 4.560 3.071 1.185 0.00
H 4.573 1.965 2.555 0.00
N -1.289 -1.300 -0.846 0.00
C -2.423 -1.484 -1.014 -0.01
C -3.773 -1.705 -1.153 -0.01
C -4.322 -2.042 -2.417 0.00
N -4.762 -2.304 -3.449 0.00
C -4.596 -1.374 -0.057 0.02
N -5.240 -1.109 0.863 0.07
C -2.540 5.695 0.898 0.00
C -2.546 4.279 1.420 0.01
O -3.386 3.497 0.549 0.03
P -3.346 1.900 0.656 0.05
O -2.012 1.335 0.896 0.00
Te -4.993 1.419 2.401 0.79
O -3.929 1.457 -0.742 0.00
C -5.212 1.854 -1.272 0.00
C -5.038 2.969 -2.277 0.00
H -1.920 6.326 1.536 0.00
H -3.550 6.103 0.885 0.00
H -2.141 5.722 -0.116 0.00
H -2.952 4.235 2.434 0.01
H -1.548 3.837 1.425 0.00
H -5.867 2.146 -0.448 0.00
H -5.624 0.957 -1.732 0.00
H -4.618 3.855 -1.803 0.00
H -6.008 3.227 -2.707 0.00
H -4.379 2.654 -3.086 0.00
C 3.487 -4.661 0.130 0.00
Si 2.040 -3.725 0.873 0.00
C 2.689 -2.570 2.183 0.00
C 0.849 -4.982 1.613 0.00
N 1.250 -2.783 -0.387 0.01
C 0.847 -3.307 -1.622 0.00
C 0.432 -4.612 -1.885 0.00
C -0.109 -4.920 -3.126 0.00
C -0.267 -3.950 -4.108 0.01
C 0.148 -2.649 -3.859 0.00
C 0.727 -2.348 -2.638 0.01
H 3.814 -5.438 0.825 0.00
H 4.340 -4.003 -0.054 0.00
H 3.223 -5.149 -0.811 0.00
H 3.349 -3.146 2.840 0.00
H 1.901 -2.135 2.799 0.00
H 3.275 -1.753 1.753 0.00
H 0.968 -5.028 2.698 0.00
H 1.036 -5.985 1.221 0.00
H -0.194 -4.736 1.408 0.00
H 0.496 -5.369 -1.114 0.00
H -0.433 -5.934 -3.322 0.00
H -0.709 -4.207 -5.060 0.00
H 0.040 -1.884 -4.618 0.00
H 1.211 -1.347 -2.525 0.00
```

(5)
This record from the Open Molecules 2025 dataset describes 5 unconnected molecules or ions with the total composition C20H50O10 at a distorted geometry. The level of theory is ωB97M-V with the def2-TZVPD basis set.

## Properties
SMILES: COCCOC.COCCOC.COCCOC.COCCOC.COCCOC
Total charge: 0
Orbital gap, eV: 10.13

```
80
Properties=species:S:1:pos:R:3:lowdin_charge:R:1
C -9.807 13.655 -12.418 -0.11
O -9.281 13.216 -13.655 -0.17
C -9.951 13.730 -14.765 -0.22
C -11.452 13.423 -14.871 -0.25
O -11.977 14.055 -15.987 -0.20
C -13.351 13.739 -16.269 -0.06
H -10.795 13.245 -12.212 0.08
H -9.839 14.740 -12.286 0.09
H -9.085 13.279 -11.696 0.09
H -9.493 13.466 -15.719 0.13
H -9.835 14.827 -14.783 0.13
H -11.975 13.591 -13.922 0.11
H -11.495 12.324 -14.958 0.13
H -13.302 12.892 -16.953 0.09
H -13.895 14.620 -16.584 0.09
H -13.788 13.340 -15.348 0.08
C -2.855 9.911 -24.010 -0.13
O -4.205 9.939 -23.660 -0.17
C -4.784 11.208 -23.817 -0.22
C -6.236 11.156 -23.401 -0.21
O -6.912 10.289 -24.296 -0.18
C -8.295 10.196 -23.982 -0.10
H -2.717 10.263 -25.040 0.09
H -2.463 8.892 -24.008 0.09
H -2.211 10.465 -23.318 0.09
H -4.700 11.507 -24.868 0.13
H -4.279 11.958 -23.193 0.13
H -6.687 12.155 -23.453 0.11
H -6.374 10.752 -22.391 0.13
H -8.380 10.105 -22.893 0.08
H -8.677 9.247 -24.355 0.09
H -8.836 11.040 -24.407 0.09
C -9.336 18.638 -18.426 -0.12
O -9.095 19.969 -18.826 -0.15
C -10.266 20.728 -18.665 -0.23
C -10.034 22.161 -19.087 -0.22
O -9.245 22.847 -18.141 -0.17
C -8.905 24.150 -18.560 -0.11
H -8.551 17.882 -18.471 0.08
H -10.183 18.221 -18.989 0.07
H -9.622 18.593 -17.367 0.09
H -10.794 20.763 -17.697 0.13
H -11.065 20.268 -19.275 0.12
H -11.050 22.579 -19.162 0.13
H -9.590 22.268 -20.080 0.12
H -8.860 24.264 -19.645 0.08
H -7.879 24.311 -18.218 0.09
H -9.527 24.914 -18.092 0.09
C -11.554 15.538 -23.920 -0.11
O -11.200 16.888 -24.059 -0.15
C -10.460 17.444 -23.022 -0.22
C -8.966 17.173 -22.993 -0.17
O -8.736 15.756 -23.050 -0.22
C -7.370 15.480 -23.062 -0.13
H -12.179 15.286 -24.773 0.09
H -12.097 15.262 -23.006 0.09
H -10.678 14.881 -23.897 0.08
H -10.895 17.144 -22.052 0.12
H -10.649 18.520 -22.963 0.13
H -8.574 17.534 -22.042 0.13
H -8.502 17.541 -23.912 0.13
H -6.908 15.883 -23.978 0.09
H -7.093 14.429 -23.014 0.06
H -6.823 15.982 -22.249 0.09
C -12.183 13.067 -20.210 -0.11
O -12.136 14.457 -19.968 -0.20
C -11.013 14.889 -19.218 -0.18
C -9.701 14.646 -19.941 -0.21
O -9.158 13.398 -19.596 -0.19
C -8.214 12.863 -20.500 -0.09
H -13.205 12.696 -20.213 0.09
H -11.573 12.535 -19.476 0.09
H -11.736 12.852 -21.186 0.08
H -11.066 14.400 -18.240 0.11
H -11.166 15.953 -19.042 0.11
H -9.005 15.475 -19.763 0.12
H -9.977 14.665 -21.002 0.12
H -7.630 12.096 -19.996 0.09
H -7.596 13.697 -20.843 0.07
H -8.708 12.365 -21.341 0.08
```

Number 1: total energy -26989.625 eV. Number 2: total energy -119579.213 eV. Number 3: total energy -21668.418 eV. Number 4: total energy -82246.718 eV. Number 5: total energy -42018.349 eV.